No. 1
The following is a quantum chemistry calculation of a 2-piece molecular cluster, C24H21Br2N2 overall in a non-equilibrium geometry, from the Open Molecules 2025 dataset.

The geometry in XYZ format:
```
49
Properties=species:S:1:pos:R:3:forces:R:3
Br 0.8664 -7.3679 0.6427 -0.132 0.461 -0.107
C 0.3296 -5.5640 0.4498 0.182 -0.419 -0.053
C 0.5366 -4.8937 -0.7413 0.164 -0.024 -0.528
C 0.1607 -3.5721 -0.8699 -0.061 0.064 0.188
C -0.4415 -2.8855 0.2021 0.023 -0.133 0.054
C -0.8309 -1.5133 0.0784 -0.130 -0.028 0.245
C -1.5171 -0.8246 1.0586 -0.148 -0.054 0.133
C -1.9346 0.4909 1.0031 0.027 -0.204 0.200
C -2.6003 1.1748 2.0701 -0.085 0.027 0.092
C -3.0323 2.5086 1.9221 0.076 -0.215 0.074
C -3.6460 3.1739 2.9642 -0.037 0.453 -0.386
C -3.8481 2.5366 4.1735 -0.178 0.294 0.248
Br -4.6705 3.4545 5.6066 0.191 -0.206 -0.368
C -3.4438 1.2273 4.3442 0.139 -0.617 0.251
C -2.8311 0.5524 3.3115 -0.079 0.191 0.070
C -0.6461 -3.6013 1.3975 0.096 -0.174 -0.100
C -0.2635 -4.9187 1.5161 -0.249 0.167 0.602
H 0.9939 -5.4282 -1.5601 0.025 0.099 -0.130
H 0.3176 -3.0578 -1.8021 0.087 0.102 -0.220
H -0.5718 -0.9919 -0.8250 0.137 0.173 -0.409
H -1.7773 -1.3755 1.9384 -0.029 -0.120 0.293
H -1.7517 1.0393 0.0990 0.127 0.313 -0.381
H -2.8778 3.0094 0.9812 0.032 0.147 -0.164
H -3.9736 4.1973 2.8576 0.029 0.043 -0.140
H -3.6102 0.7532 5.2995 0.035 -0.139 0.008
H -2.5151 -0.4633 3.4643 0.007 -0.155 0.179
H -1.0956 -3.1150 2.2429 -0.050 -0.029 0.232
H -0.4103 -5.4615 2.4381 -0.064 0.077 0.080
C -0.0474 2.4931 -4.5292 -0.093 0.028 -0.269
C 1.2248 2.0553 -4.8380 -0.020 0.048 -0.287
C 2.0710 1.6339 -3.8384 0.148 -0.084 0.463
C 1.6559 1.6509 -2.5108 -0.028 -0.056 -0.439
C 2.5540 1.1951 -1.4552 1.282 -0.093 2.378
N 2.2465 1.2003 -0.1909 -1.735 0.502 -2.451
C 3.3307 0.7303 0.5712 0.986 -0.452 1.222
C 4.5000 0.4719 -0.3999 0.215 -0.069 0.120
N 3.8622 0.7128 -1.6840 -0.291 0.365 -1.158
C 0.3729 2.1018 -2.2093 0.163 -0.119 0.174
C -0.4720 2.5166 -3.2151 -0.087 -0.012 0.081
H -0.7091 2.8120 -5.3170 -0.112 0.077 -0.123
H 1.5594 2.0392 -5.8610 0.034 0.010 -0.196
H 3.0635 1.2865 -4.0681 0.141 -0.094 -0.176
H 3.5789 1.4757 1.3392 0.024 -0.263 -0.021
H 3.0147 -0.1852 1.0898 0.249 0.100 0.052
H 5.3389 1.1613 -0.2429 -0.141 -0.141 0.023
H 4.8788 -0.5552 -0.3537 -0.016 0.204 0.094
H 4.4663 1.1348 -2.3924 -0.695 -0.172 0.276
H 0.0594 2.1264 -1.1792 0.037 0.025 0.220
H -1.4649 2.8585 -2.9783 -0.197 0.101 0.049
```
Forces are in eV/Å.

F_max = 3.04 eV/Å
Kohn-Sham gap = 0.1783 hartree
DFT total energy = -6184.41914 Eh
charge = +1

No. 2
The following is a quantum chemistry calculation of a 2-piece molecular cluster, CH3F2N2P overall in a non-equilibrium geometry, from the Open Molecules 2025 dataset.

The geometry in XYZ format:
```
9
Properties=species:S:1:pos:R:3:forces:R:3
C 0.7836 -0.3371 0.2890 -0.936 0.901 0.429
N 0.9821 -1.4885 0.5105 0.321 -5.695 0.530
N -3.1673 0.8987 -0.2028 0.978 -3.342 2.963
F -1.9021 -1.2825 -1.0727 0.626 2.051 1.157
F -1.9604 -0.7109 1.2491 0.594 0.685 -0.968
P -1.7615 0.1346 -0.1184 -2.421 -2.753 -0.251
H 1.6239 0.1837 -0.0939 1.015 1.483 -0.530
H 0.5925 -2.4807 0.7154 0.277 3.010 -0.207
H -3.1620 1.6380 -0.7722 -0.454 3.661 -3.124
```
Forces are in eV/Å.

F_max = 5.73 eV/Å
Kohn-Sham gap (spin up / spin down) = 0.3116 / 0.2760 hartree
DFT total energy = -690.37557 Eh
2S+1 = 3
energy above the lowest of the compared OMol25 structures with the same formula, charge and spin = 0.520 eV
charge = 0

- Which value of charge does entry 2 give?
  0